{"formula": "C32H53N11O3", "method": "ωB97M-V with the def2-TZVPD basis set", "spin_multiplicity": 1, "e_lumo_ev": 0.337, "smiles": "[H]/N=C(/C)C[C@H](CCCCCOCC)OC=O.CC#N.CC#N.CC#N.CC#N.CC#N.CC#N.CC#N.CC#N.CC#N.CC#N", "energy_ha": -2079.04041, "total_charge": 0, "species": ["O", "O", "O", "N", "N", "N", "N", "N", "N", "N", "N", "N", "N", "N", "C", "C", "C", "C", "C", "C", "C", "C", "C", "C", "C", "C", "C", "C", "C", "C", "C", "C", "C", "C", "C", "C", "C", "C", "C", "C", "C", "C", "C", "C", "C", "C", "H", "H", "H", "H", "H", "H", "H", "H", "H", "H", "H", "H", "H", "H", "H", "H", "H", "H", "H", "H", "H", "H", "H", "H", "H", "H", "H", "H", "H", "H", "H", "H", "H", "H", "H", "H", "H", "H", "H", "H", "H", "H", "H", "H", "H", "H", "H", "H", "H", "H", "H", "H", "H"], "xyz": [[-2.650643, -0.962841, 0.654724], [-2.340938, -1.581145, -6.839480], [-3.196941, -3.023652, 0.015710], [10.020563, 0.006401, 5.630347], [0.924926, 1.944560, 0.432784], [-7.945940, -4.677391, 3.226209], [4.973747, 5.457533, -0.035419], [-0.767579, -3.922996, -4.574449], [0.710206, 4.161096, 2.806634], [4.073521, 9.850473, 2.790272], [-7.239364, -8.226494, -0.792183], [6.251638, 0.667414, 1.453800], [3.527967, 5.906149, 4.483384], [-6.176418, -2.393962, -1.339896], [-2.787682, -0.602647, -4.705178], [-1.757197, -1.303021, -5.584825], [12.251329, 1.070419, 4.805676], [-1.791314, -3.788882, -7.691793], [-2.285004, -4.689575, -2.599768], [-1.663828, -0.455080, -0.307208], [5.654491, 9.360987, 4.801447], [2.310460, 7.116853, 2.525323], [4.765710, 9.639964, 3.682063], [-6.402042, -4.970076, -1.036678], [-2.480865, -0.787586, -3.213856], [-7.819017, -7.890553, 0.141375], [-3.140549, 0.245115, -2.282081], [-8.533425, -7.463789, 1.336330], [4.628428, 4.368875, 0.093167], [7.975539, 1.480406, 3.229511], [2.053494, 3.015987, 4.719431], [1.127062, 0.423847, -1.413501], [-6.289082, -3.530757, -1.219025], [3.001963, 6.444042, 3.611995], [-2.255645, 0.696731, -1.109353], [11.000527, 0.480219, 5.263450], [-0.433843, -0.111394, 0.548455], [-1.499171, -2.296531, -7.736985], [-1.432842, -4.261458, -3.700987], [-7.211767, -3.895721, 2.812464], [1.262035, 3.642444, 3.671145], [4.188303, 2.994982, 0.278358], [-3.485699, -1.892149, 0.157618], [-6.259637, -2.927323, 2.286621], [7.012184, 1.025515, 2.236577], [0.545162, 0.849961, -0.080449], [-7.283186, -5.195655, -0.439032], [-2.886839, -5.544430, -2.905002], [-1.680219, -4.964549, -1.737676], [1.438521, 2.358925, 5.332249], [-9.603137, -7.422353, 1.138551], [12.582852, 1.828928, 5.512575], [-1.716806, -4.166553, -6.665599], [-1.682562, -1.883061, -8.737260], [-3.767636, -1.035962, -4.946198], [-5.714534, -2.464290, 3.107853], [-2.802625, -3.996410, -8.056467], [-1.421153, -2.237850, -5.101216], [6.625588, 9.040640, 4.428173], [2.857288, 2.438131, 4.266349], [5.781476, 10.256577, 5.407173], [-8.345675, -8.157496, 2.153684], [4.615661, 2.358094, -0.494171], [-1.389716, -0.786084, -3.066328], [-5.547303, -3.432365, 1.634281], [0.639358, -0.462375, -1.830776], [0.103251, -1.044991, 0.771056], [-0.442617, -2.104000, -7.493711], [8.592817, 0.648658, 3.562899], [-1.448180, 1.336952, -1.479924], [-2.861350, 1.289550, -0.409069], [0.462434, 2.106821, 1.332046], [-0.867509, -0.663111, -5.720323], [4.528273, 2.632054, 1.247491], [-6.777820, -2.158714, 1.715249], [-1.068251, -4.341838, -8.303999], [-4.090161, -0.156221, -1.902887], [-8.188254, -6.475231, 1.636244], [-2.817720, -1.798664, -2.935938], [7.453969, 1.891026, 4.092415], [-3.408135, 1.140194, -2.859671], [3.098108, 2.941205, 0.237131], [-2.942536, -3.872811, -2.306301], [1.565212, 7.794947, 2.939325], [-6.501871, -5.473181, -1.996575], [5.230723, 8.566280, 5.414014], [1.050286, 1.251655, -2.128221], [1.820452, 6.388631, 1.882306], [8.605204, 2.255085, 2.793756], [-5.514299, -5.347252, -0.530232], [2.194281, 0.197602, -1.290188], [13.015379, 0.299166, 4.726170], [3.025931, 7.694328, 1.945003], [2.494562, 3.798372, 5.335538], [-2.828833, 0.466953, -4.946835], [-0.793218, 0.289304, 1.504316], [-4.473911, -1.506886, -0.129587], [-1.438612, -1.303873, -0.963705], [12.110221, 1.531179, 3.829288]], "forces_ev_per_a": [[0.183, 0.509, -0.155], [-0.109, 0.158, -0.349], [0.553, -2.102, -0.230], [0.111, 0.104, -0.096], [-0.173, -0.199, 0.128], [0.116, 0.155, -0.127], [-0.038, -0.092, 0.024], [0.230, -0.684, 0.554], [-0.105, -0.130, 0.202], [0.063, 0.023, 0.144], [-0.061, 0.133, 0.081], [0.096, 0.017, 0.107], [-0.043, 0.199, -0.191], [-0.139, -0.119, -0.037], [-0.060, 0.029, -0.070], [0.140, -0.176, 0.331], [0.047, 0.027, -0.018], [-0.013, -0.139, 0.046], [-0.057, 0.049, 0.003], [0.265, -0.311, 0.183], [0.007, -0.038, 0.071], [0.000, 0.104, -0.163], [-0.067, 0.009, -0.170], [-0.037, -0.062, -0.023], [0.011, -0.156, -0.034], [0.104, -0.200, -0.112], [-0.102, 0.057, -0.064], [-0.010, 0.068, -0.008], [0.060, 0.223, 0.012], [0.018, 0.024, 0.004], [-0.003, -0.019, 0.141], [0.195, 0.155, -0.061], [0.117, 0.174, -0.041], [0.079, -0.224, 0.247], [-0.280, -0.103, 0.215], [-0.124, -0.119, 0.107], [-0.135, -0.015, 0.293], [0.058, 0.055, 0.158], [0.139, -0.225, -0.003], [-0.114, -0.176, 0.097], [0.109, 0.127, -0.251], [-0.123, -0.010, 0.052], [-0.761, 1.652, -0.066], [0.070, 0.044, -0.010], [-0.131, -0.070, -0.114], [0.030, -0.190, -0.309], [0.016, -0.008, -0.001], [0.027, 0.000, -0.020], [0.008, 0.008, -0.014], [-0.015, 0.019, -0.032], [0.012, -0.005, 0.009], [0.000, -0.007, -0.011], [0.032, 0.146, -0.319], [0.000, -0.134, 0.157], [0.118, 0.181, 0.074], [-0.017, 0.010, -0.009], [0.148, 0.052, -0.017], [-0.266, 0.885, -0.436], [-0.012, 0.002, 0.000], [-0.006, -0.016, -0.011], [-0.002, -0.012, -0.005], [-0.001, -0.001, -0.017], [0.007, -0.010, 0.032], [-0.142, 0.117, -0.096], [0.004, 0.028, 0.008], [0.048, 0.148, 0.076], [-0.151, 0.133, -0.005], [-0.163, -0.037, -0.012], [-0.016, 0.013, 0.011], [-0.091, -0.101, 0.010], [0.260, 0.073, -0.161], [0.091, 0.123, -0.175], [-0.095, -0.054, 0.052], [-0.007, -0.023, -0.074], [0.006, -0.015, 0.001], [-0.157, 0.081, 0.032], [0.116, 0.095, -0.088], [-0.073, -0.033, 0.083], [0.196, 0.212, 0.036], [0.011, -0.004, -0.006], [0.041, -0.168, 0.103], [0.034, -0.028, -0.019], [-0.024, -0.057, 0.034], [0.021, -0.008, -0.027], [-0.003, 0.000, 0.013], [0.008, -0.003, -0.015], [0.033, -0.201, 0.112], [0.001, -0.080, 0.083], [0.006, -0.010, 0.024], [-0.016, -0.003, 0.001], [-0.214, 0.027, -0.010], [-0.006, 0.010, 0.001], [-0.005, 0.022, -0.012], [0.001, -0.025, -0.007], [-0.047, -0.158, -0.022], [0.064, 0.018, -0.164], [-0.047, 0.073, 0.283], [0.147, 0.190, 0.045], [0.006, -0.003, 0.012]]}



{"formula": "C32H53N5O22S5", "method": "ωB97M-V with the def2-TZVPD basis set", "spin_multiplicity": 1, "e_lumo_ev": -0.485, "energy_ha": -5170.82230, "total_charge": 0, "species": ["S", "S", "S", "S", "S", "O", "O", "O", "O", "O", "O", "O", "O", "O", "O", "O", "O", "O", "O", "O", "O", "O", "O", "O", "O", "O", "O", "N", "N", "N", "N", "N", "C", "C", "C", "C", "C", "C", "C", "C", "C", "C", "C", "C", "C", "C", "C", "C", "C", "C", "C", "C", "C", "C", "C", "C", "C", "C", "C", "C", "C", "C", "C", "C", "H", "H", "H", "H", "H", "H", "H", "H", "H", "H", "H", "H", "H", "H", "H", "H", "H", "H", "H", "H", "H", "H", "H", "H", "H", "H", "H", "H", "H", "H", "H", "H", "H", "H", "H", "H", "H", "H", "H", "H", "H", "H", "H", "H", "H", "H", "H", "H", "H", "H", "H", "H", "H"], "xyz": [[14.335720, 18.128277, 11.840596], [16.605961, 15.946481, 15.424744], [7.678940, 11.769252, 16.816700], [11.312838, 16.251924, 17.982312], [17.499513, 11.102226, 15.639022], [17.622938, 15.726289, 14.479061], [15.650101, 18.449634, 12.354152], [16.601790, 12.859118, 9.082165], [11.459232, 17.533530, 18.614556], [12.153382, 15.952749, 16.868115], [7.346794, 10.220557, 16.529210], [16.759905, 17.293087, 16.198989], [18.727821, 12.030579, 15.600474], [9.161522, 11.481774, 17.162171], [9.787759, 16.006918, 17.623900], [11.388356, 15.186953, 19.125361], [17.961369, 9.776349, 15.887551], [16.207520, 11.656392, 10.790926], [15.238731, 16.293192, 14.700195], [13.320722, 19.092416, 12.169644], [16.308750, 14.884904, 16.340223], [16.434377, 11.524696, 16.505829], [7.749192, 12.506745, 15.620552], [17.066928, 11.285207, 14.079833], [14.363439, 18.050227, 10.241846], [6.876609, 12.195493, 17.938270], [14.005368, 16.573810, 12.174649], [15.834990, 12.344404, 9.836175], [12.547775, 9.082255, 7.798675], [12.304320, 11.436763, 19.077020], [11.466377, 10.651260, 14.537315], [8.809949, 12.942474, 10.227274], [8.154156, 13.286702, 11.136737], [12.928201, 13.849494, 14.403690], [9.134804, 15.102159, 18.503496], [13.589090, 15.982213, 10.862907], [13.919990, 13.260348, 8.538243], [12.382668, 11.097010, 15.056652], [12.117053, 12.217223, 10.364113], [13.509008, 12.116112, 10.629643], [11.378020, 6.976837, 6.950586], [14.742584, 11.711770, 19.727786], [10.345629, 14.232279, 18.944019], [14.062080, 12.896481, 14.687283], [13.597215, 11.716475, 15.589610], [15.427664, 17.687316, 16.556819], [14.600600, 17.470971, 15.276922], [18.976351, 12.548211, 14.199773], [10.968306, 5.871238, 7.913931], [13.415992, 11.612716, 19.292200], [14.576037, 14.197323, 19.982079], [7.542181, 13.833685, 12.424950], [9.311896, 10.055268, 17.469545], [8.420921, 9.350353, 16.547117], [8.621301, 14.176784, 13.403828], [12.590095, 13.433407, 8.359853], [14.479971, 16.662552, 9.862122], [18.179034, 11.537666, 13.313287], [12.046549, 8.127500, 7.427291], [9.981927, 6.202193, 8.932160], [14.830361, 12.925955, 20.699171], [11.674110, 12.884801, 9.247572], [9.455672, 15.430907, 12.867010], [14.374520, 12.586168, 9.718452], [12.527529, 16.304672, 10.687828], [14.173731, 16.592354, 8.847383], [13.902640, 11.510177, 11.398933], [6.922924, 13.021520, 12.861477], [13.631043, 14.252558, 19.461137], [8.606164, 15.590709, 19.317770], [18.653294, 13.539504, 14.233073], [10.103208, 13.643502, 19.900697], [8.067315, 8.405646, 17.046644], [10.631415, 5.037164, 7.356079], [13.527214, 17.400324, 15.467552], [17.842937, 12.027908, 12.373902], [12.376978, 14.098932, 7.551334], [11.946257, 5.511081, 8.418589], [15.502762, 16.304883, 9.977185], [11.403181, 11.735306, 10.967038], [9.056046, 6.379602, 8.412891], [13.743523, 14.927261, 10.948844], [18.728724, 10.616184, 13.029515], [9.745227, 5.530094, 9.753802], [8.458147, 14.468393, 17.810195], [9.801150, 15.196262, 11.864402], [12.420688, 13.956878, 15.313817], [13.198085, 14.837814, 14.065368], [14.664010, 18.363449, 14.693349], [14.560873, 13.631485, 7.785790], [8.869274, 16.341894, 12.908876], [15.391951, 18.692346, 16.854192], [6.911974, 14.734314, 12.282632], [14.820806, 13.430882, 15.275325], [15.006034, 10.721145, 20.079102], [15.410520, 11.801646, 18.862485], [10.598587, 13.578091, 18.117548], [14.401539, 11.024749, 15.490581], [8.905159, 9.872858, 18.472001], [10.370112, 9.779839, 17.369839], [14.033023, 12.801940, 21.488110], [15.389155, 14.340818, 19.277558], [15.841292, 12.872608, 21.140950], [13.389997, 12.115934, 16.530142], [12.039456, 6.527716, 6.211872], [8.829540, 9.141568, 15.556991], [10.534051, 7.431728, 6.416040], [20.042802, 12.499369, 14.185588], [10.314024, 15.596875, 13.485946], [12.153924, 13.503996, 13.747519], [14.658921, 14.964244, 20.754756], [10.621605, 13.009040, 9.090759], [10.311430, 7.132819, 9.425083], [9.322291, 13.316179, 13.647996], [14.674767, 12.558739, 13.858620], [8.137522, 14.378638, 14.327374], [15.187526, 17.053087, 17.394074]], "forces_ev_per_a": [[1.415, 2.166, 0.961], [-1.581, -1.498, 0.649], [-0.454, -1.464, 0.904], [0.087, 2.264, 0.641], [-1.047, -1.521, 0.743], [0.832, 0.423, -0.600], [-1.185, -1.063, -0.570], [0.352, 0.687, -1.291], [0.024, -0.797, -0.592], [-0.502, -0.337, 0.261], [-2.958, 1.384, -0.660], [0.780, 0.634, -0.399], [0.136, 1.063, -0.780], [1.231, -0.732, 1.002], [0.148, 0.854, -0.769], [0.360, -0.644, 0.541], [0.113, -0.098, -0.508], [-0.517, 0.169, -0.485], [-0.660, 0.887, -0.451], [-0.004, -1.501, -0.100], [0.372, 0.361, 0.079], [0.693, 0.576, -1.032], [-0.917, 0.870, -0.733], [-1.670, -0.631, 1.966], [0.162, -0.583, 0.469], [0.923, -0.338, -1.278], [-0.248, 1.130, -1.781], [-0.409, -0.737, 2.276], [0.509, 0.862, 0.311], [-0.583, 0.180, -0.362], [-0.756, -0.396, -0.122], [-2.105, 0.674, 2.254], [1.084, 0.277, -0.860], [0.248, -0.023, -0.739], [0.024, -2.419, -1.342], [-1.104, 0.967, 0.577], [0.934, -0.964, 1.853], [0.677, 0.311, 0.017], [1.470, 0.374, -0.504], [-1.727, -0.851, -0.143], [-0.948, -0.790, -1.252], [1.670, 0.483, -0.006], [-1.991, -0.891, 1.145], [0.521, 0.457, 0.581], [-0.049, 0.444, -2.844], [-0.733, -0.952, -0.198], [0.384, -0.171, 1.515], [0.237, -2.509, 1.220], [3.513, -1.116, 0.958], [-1.786, -0.704, -0.522], [1.029, 0.848, 0.227], [-0.411, -1.422, -0.877], [1.733, 0.350, 1.362], [0.003, -1.773, -0.012], [2.657, 0.669, -0.456], [0.093, 0.484, 0.158], [0.422, 0.066, 0.846], [1.784, 1.585, -1.490], [0.473, 0.404, 1.055], [-0.955, 1.918, 1.334], [-0.308, -2.158, 0.784], [-0.047, 0.338, 0.045], [-0.898, -1.639, 0.795], [0.767, 1.269, -3.021], [0.834, -0.708, 0.217], [-0.395, -0.174, -0.753], [0.126, -0.367, 1.050], [0.137, 0.486, -0.414], [-0.245, -0.034, 0.052], [0.012, 0.185, -0.119], [-0.841, 1.500, -0.418], [0.880, 0.998, -1.434], [0.384, 0.738, -0.749], [-0.231, -0.841, -0.898], [0.244, -1.054, 0.119], [0.206, -0.351, 0.646], [-0.929, -0.088, -0.559], [-1.349, 0.481, -0.753], [0.182, 0.190, -0.072], [-0.622, -0.418, 0.976], [-0.704, 0.413, 0.045], [-0.186, -0.554, 0.069], [-0.142, 0.487, 0.497], [0.470, -0.571, -0.311], [0.762, 1.152, 1.521], [-0.018, 0.236, -0.208], [-0.787, 0.570, 1.538], [0.453, 0.230, -0.079], [0.784, 0.190, -1.096], [1.007, 0.252, -0.346], [-0.242, 0.084, -0.294], [0.396, 1.376, 0.372], [0.273, -0.667, -0.466], [-0.325, -0.115, 0.146], [0.119, -0.062, 0.836], [-0.063, 0.495, 0.000], [0.151, -0.392, 0.126], [0.359, -0.798, 0.886], [0.571, 0.312, 0.057], [-0.354, 0.423, 0.243], [1.038, -0.123, -0.506], [0.012, 0.316, -0.352], [-0.556, 0.340, 0.083], [-0.024, 0.167, 1.815], [-0.088, -0.030, -0.270], [-0.091, 0.206, -0.035], [-0.233, -0.582, -0.127], [0.647, -0.064, -0.673], [0.581, 0.026, 0.404], [-0.216, -0.636, -0.763], [-0.286, 0.420, -0.384], [-0.215, -0.107, -0.086], [-0.438, -0.097, -0.069], [-0.865, 0.898, -0.632], [-0.465, -0.316, -0.595], [-0.301, 0.503, 0.798], [-0.723, -0.232, 0.212]]}